56
Properties=species:S:1:pos:R:3:forces:R:3 method="wB97M-V/def2-TZVPD" orbital_gap_ev="4.3 / 4.2" homo_energy_ev="-5.302 / -5.302" e_above_lowest_kcal_mol=69.6 charge=0
Te -0.094 1.959 4.258 1.0 -1.7 -0.3
Ca 2.558 0.133 3.204 -0.8 -0.9 1.5
P 0.219 -1.888 -1.934 -1.6 -0.8 0.1
P 0.406 2.108 -1.354 -3.0 0.0 -0.7
F -1.213 1.068 5.502 0.2 0.2 -0.3
F -0.919 3.574 5.119 -0.5 0.2 0.1
F 2.291 1.194 5.070 0.1 0.2 -0.2
F 2.580 1.297 1.446 1.0 0.4 -0.7
F -1.468 2.298 2.925 -0.1 0.0 -0.1
O 0.256 0.303 3.351 -0.6 1.5 1.1
C -0.856 1.518 -0.183 3.2 0.1 1.4
C -0.160 -0.324 -2.744 0.2 -0.2 -0.5
C -2.941 0.165 0.269 -0.9 -1.3 0.7
C -2.072 0.896 -0.628 -0.4 1.2 -1.5
C 2.031 -2.464 3.480 0.8 0.7 -0.2
C 1.804 3.047 -0.797 0.3 0.5 0.2
C 0.630 -0.651 0.326 0.4 -0.7 0.3
C -0.251 -1.827 -0.223 2.9 0.6 1.0
C 1.865 -2.499 -2.290 0.5 0.0 -0.2
C -2.330 -1.042 1.061 -1.0 0.8 1.0
C -1.615 -1.960 0.213 -0.7 -1.7 -1.0
C 0.061 0.670 0.741 -0.5 1.4 1.0
C -0.933 -3.110 -2.555 -0.3 0.0 -0.9
C -0.647 3.193 -2.353 1.0 0.2 -0.7
C 0.877 0.791 -2.506 0.5 0.2 -0.5
H 1.474 -0.457 -0.359 0.0 -0.4 0.0
H -1.478 2.619 -2.789 0.3 0.3 0.2
H -3.157 -1.624 1.491 0.0 0.4 0.0
H 2.597 -1.691 -2.368 -0.1 -0.1 0.1
H -1.128 -3.870 -1.791 0.2 0.1 -0.2
H -0.539 -3.570 -3.463 -0.3 -0.1 0.0
H -0.355 0.586 1.777 0.2 0.0 -0.9
H 0.978 1.295 0.952 -0.9 -0.7 -0.1
H -0.228 -0.556 -3.821 0.1 0.2 0.3
H 1.138 -2.406 4.113 0.1 0.0 -0.1
H 0.282 -2.742 0.133 -0.1 0.1 -0.1
H 1.861 0.422 -2.169 -0.4 0.1 -0.4
H -1.885 -2.599 -2.776 0.3 -0.3 0.1
H 2.217 -3.215 -1.536 -0.2 0.2 0.0
H -2.579 1.403 -1.455 -0.1 -0.2 0.1
H 2.711 2.444 -0.800 -0.1 -0.1 0.2
H -1.024 4.007 -1.719 0.1 -0.2 -0.3
H -1.185 -0.074 -2.405 0.5 0.0 -0.1
H 1.002 1.311 -3.469 0.3 -0.1 0.3
H 1.790 -3.006 2.560 0.0 -0.4 0.0
H -3.401 0.859 0.998 0.0 -0.2 -0.2
H -3.714 -0.263 -0.390 -0.2 0.2 0.5
H 1.656 3.429 0.222 0.0 -0.3 -0.2
H -1.743 -0.698 1.924 0.0 0.0 -0.2
H 1.926 3.902 -1.483 -0.1 -0.3 0.2
H 1.123 -1.074 1.221 -0.2 0.3 -0.1
H -1.023 2.473 0.382 -0.2 -0.5 0.0
H 1.826 -3.017 -3.259 0.0 0.2 0.2
H 2.848 -2.973 4.026 -0.4 -0.1 -0.3
H -2.078 -2.943 0.008 0.2 0.6 0.1
H 0.011 3.579 -3.151 -0.6 0.2 0.1

54
Properties=species:S:1:pos:R:3:forces:R:3 method="wB97M-V/def2-TZVPD" orbital_gap_ev="4.0 / 7.4" spin_multiplicity=4 homo_energy_ev="-3.604 / -6.989" e_above_lowest_kcal_mol=92.8 charge=0
Co 0.275 -0.860 1.263 -0.5 -1.0 2.3
Cl -0.697 -4.998 5.077 0.4 0.4 -0.1
P -0.050 -2.652 0.106 0.0 -0.3 0.9
P -0.440 0.957 1.972 -0.1 -1.6 0.6
O 0.558 -1.605 2.923 2.2 -0.1 -0.8
O -0.323 -4.983 3.673 -0.3 -0.4 0.5
O 0.361 -4.547 5.955 -0.6 -0.2 -0.2
O -1.859 -3.635 5.200 -0.9 -1.5 -1.1
C 1.981 2.955 -2.465 0.4 -0.4 -0.8
C -0.355 -0.873 -0.674 -0.4 -1.3 -1.5
C 0.785 2.113 2.630 -0.1 0.5 -0.2
C 1.518 -3.116 -0.709 -0.4 0.0 -0.3
C 1.149 2.951 -1.229 -1.1 1.2 0.2
C -2.086 1.660 2.150 -0.2 1.1 -0.6
C -0.668 2.067 -3.591 -0.3 0.9 -0.1
C 1.161 0.511 -2.889 -0.9 0.2 -1.4
C 2.232 1.537 -3.081 0.9 0.5 0.1
C -0.103 0.497 -0.049 -0.2 1.8 -0.1
C -0.154 0.770 -3.076 1.3 -0.7 -0.6
C -0.190 3.106 -1.234 1.0 1.0 -0.2
C -0.036 -1.928 3.992 -0.9 0.0 1.4
C -1.031 3.115 -2.491 -0.7 0.0 -0.3
C -1.342 -3.594 -0.750 0.2 0.2 -0.5
H -2.350 1.640 3.224 0.2 0.0 -0.5
H 0.039 2.520 -4.299 -0.1 -0.2 0.2
H -0.746 3.370 -0.318 0.5 -0.5 -0.3
H 0.601 2.206 3.716 0.1 0.1 -0.5
H 0.867 0.938 -0.317 -0.7 -0.3 -0.1
H -0.923 1.154 -0.387 0.7 -0.3 0.1
H 0.261 -0.972 -1.567 -0.1 0.0 0.4
H 2.464 1.651 -4.158 -0.2 0.0 0.3
H -1.059 4.124 -2.952 0.2 -0.4 0.2
H 0.679 3.082 2.120 0.3 0.0 0.4
H -1.387 -0.887 -1.046 0.1 -0.2 0.4
H -2.082 2.923 -2.217 0.3 0.1 0.1
H 3.176 1.173 -2.645 -0.3 -0.1 -0.1
H -1.272 -4.632 -0.390 -0.2 0.3 -0.2
H -0.913 -0.011 -3.002 0.4 0.1 0.1
H -2.318 -3.156 -0.498 0.3 -0.3 -0.1
H 2.348 -2.649 -0.165 -0.2 -0.2 -0.1
H -0.896 -1.351 4.386 0.4 -0.2 -0.1
H -2.083 2.698 1.774 -0.5 -0.2 0.2
H 1.541 3.594 -3.242 -0.1 -0.1 0.3
H 1.709 2.936 -0.292 -0.3 0.1 0.0
H 1.506 -2.772 -1.746 0.2 -0.2 -0.1
H -1.581 1.860 -4.181 0.4 0.2 0.3
H -1.147 -3.530 -1.828 -0.4 -0.3 0.0
H 1.604 -4.206 -0.661 0.2 0.2 -0.1
H 0.313 -2.833 4.474 -0.1 0.5 0.2
H -2.536 -3.968 4.526 1.0 0.9 1.1
H -2.821 1.054 1.592 0.4 0.2 0.3
H 2.964 3.409 -2.244 -0.4 -0.2 0.0
H 1.558 -0.512 -2.834 -0.4 0.4 0.5
H 1.797 1.699 2.475 -0.5 0.2 0.1

50
Properties=species:S:1:pos:R:3:forces:R:3 method="wB97M-V/def2-TZVPD" orbital_gap_ev="4.3 / 4.8" spin_multiplicity=3 homo_energy_ev="-13.994 / -13.994" e_above_lowest_kcal_mol=19.7 charge=+2
Mo 2.513 -0.804 0.127 5.8 -0.1 4.7
Cl 4.693 -0.131 0.070 0.1 -0.4 -0.1
P 1.580 0.939 -0.778 -2.5 4.1 -3.3
P 1.025 -2.150 -0.657 -2.4 -2.3 -3.1
C 2.475 -2.031 1.868 -0.5 0.6 -0.1
C -1.560 2.841 1.055 -0.8 0.6 -0.4
C 1.901 -0.196 -2.361 0.7 0.4 0.9
C 2.651 -3.036 -0.947 -0.3 0.1 0.1
C 0.930 -1.381 -2.342 -1.2 -0.7 0.4
C -1.403 1.919 2.219 1.1 -0.6 0.3
C -1.129 0.410 1.900 0.4 0.5 0.8
C -2.510 2.765 0.110 1.0 0.2 -0.2
C -3.247 1.531 -0.306 -1.1 0.3 0.0
C 0.206 1.842 -1.562 -1.1 -0.3 0.4
C -4.066 0.818 0.796 -0.3 -0.1 -1.0
C -3.452 -0.445 1.318 0.1 -0.2 0.9
C -2.269 -0.564 1.944 -0.5 -0.7 -0.4
C 2.610 2.441 -0.567 1.0 -0.4 0.3
C -0.288 -3.274 -0.362 -0.5 -0.7 0.4
H 1.483 -2.158 2.310 0.3 -0.1 0.1
H -2.726 3.649 -0.500 0.5 -0.3 0.0
H 2.642 -3.982 -0.402 0.1 0.2 0.2
H -0.376 -3.962 -1.208 0.0 0.1 0.1
H 2.958 -0.488 -2.426 -0.1 0.0 -0.4
H 3.061 -1.281 2.440 -0.1 -0.2 0.1
H 2.166 3.055 0.229 -0.1 -0.3 -0.2
H -0.122 -1.098 -2.535 0.5 0.1 0.0
H 3.051 -2.969 1.781 -0.3 0.5 0.1
H 1.192 -2.206 -3.012 -0.1 0.5 -0.4
H 2.794 -3.236 -2.018 0.2 0.4 0.4
H 0.574 2.222 -2.515 0.2 -0.1 0.0
H 1.671 0.512 -3.157 0.3 -0.1 -0.1
H -4.306 1.523 1.602 0.1 -0.2 -0.1
H -2.585 0.788 -0.784 -0.1 0.3 0.1
H -0.873 3.698 1.038 -0.7 0.1 0.3
H -3.964 1.858 -1.078 0.3 -0.3 0.2
H -2.242 2.034 2.924 0.3 -0.1 -0.3
H 3.622 2.154 -0.268 -0.2 0.4 -0.1
H -0.501 2.274 2.744 -0.4 -0.1 0.1
H -4.113 -1.317 1.253 0.2 0.2 0.5
H -0.666 1.215 -1.759 0.0 0.0 0.1
H -1.222 -2.717 -0.220 0.1 0.0 0.0
H -2.086 -1.463 2.564 -0.1 0.3 -0.8
H -5.028 0.545 0.332 0.3 0.1 0.3
H 2.632 3.028 -1.492 -0.1 -0.2 0.1
H -0.131 2.693 -0.965 0.1 -0.3 0.1
H -0.066 -3.843 0.548 -0.1 0.0 -0.1
H -0.398 0.038 2.646 -0.2 0.3 -0.3
H 3.503 -2.428 -0.524 0.4 -1.1 -0.7
H -0.603 0.370 0.923 -0.3 -0.1 0.2

60
Properties=species:S:1:pos:R:3:forces:R:3 method="wB97M-V/def2-TZVPD" orbital_gap_ev=8.0 homo_energy_ev=-5.730 charge=-1
Cl -5.867 0.999 4.175 0.0 0.2 0.1
S -5.056 -0.962 -0.273 -1.0 -0.3 -1.1
S -2.432 -0.286 -0.707 -0.4 0.9 -0.6
O 1.674 -0.655 -1.934 0.5 0.1 -0.2
O -6.284 -0.932 -1.016 -1.0 0.9 -0.6
O -4.704 -2.314 0.027 1.2 -0.6 1.0
O 0.722 -0.361 1.207 0.6 0.3 -0.2
O 3.500 2.428 0.636 0.0 0.3 0.2
O -0.206 -1.327 2.971 -3.3 0.3 3.4
O -1.686 -0.808 -1.816 0.4 -0.3 -1.1
O -2.203 -0.946 0.541 0.0 -0.4 1.1
N 4.598 0.515 1.136 0.3 -0.1 0.1
N -3.985 -0.126 -1.154 0.5 -0.2 1.7
N 1.236 -1.222 -4.090 0.1 -0.1 -0.2
C 0.634 -1.282 2.181 2.5 -1.2 -2.3
C -1.810 1.413 -0.513 0.4 -0.5 -0.6
C 1.751 -2.298 2.148 -0.4 0.0 -0.5
C -4.345 0.714 1.880 -1.0 -0.6 0.6
C 3.542 0.067 2.032 0.5 0.7 -0.3
C 1.036 -1.281 -2.758 -0.4 -0.4 0.3
C 5.762 -0.323 0.942 -0.3 0.0 0.2
C 4.455 1.693 0.510 0.2 -0.1 -0.3
C 0.432 1.972 0.554 0.4 -1.0 -0.4
C -5.491 -0.065 1.249 0.5 1.0 -0.5
C 0.471 0.945 1.683 -1.1 1.5 -0.2
C -4.832 1.721 2.912 0.7 -0.2 -0.7
C -0.283 1.499 -0.720 -0.5 0.6 0.7
C 2.285 -0.362 -4.603 -0.1 0.0 0.3
C 0.431 -1.989 -5.018 0.2 0.2 0.0
H -0.030 2.861 0.979 -0.1 0.3 -0.1
H 2.319 -0.423 -5.689 -0.1 0.0 0.0
H 0.146 0.571 -1.073 0.0 -0.1 0.1
H 3.248 -0.669 -4.189 0.0 0.1 0.0
H 5.455 -1.290 0.540 0.1 0.0 0.0
H 2.604 -0.015 1.479 0.5 0.0 0.1
H 1.246 1.270 2.380 0.1 -0.2 0.1
H 1.455 2.203 0.287 0.1 0.2 0.0
H -3.950 2.159 3.361 0.0 0.1 0.5
H 3.407 0.795 2.835 0.0 0.0 0.1
H 2.682 -1.768 2.325 -0.7 -1.1 -0.1
H -2.026 1.768 0.483 -0.4 0.0 0.2
H -3.655 0.006 2.321 0.5 0.1 0.0
H 1.074 -2.662 -5.593 -0.1 0.0 -0.1
H 0.217 -1.955 -2.469 0.0 0.1 0.0
H 2.096 0.669 -4.301 0.1 0.0 0.0
H 6.456 0.145 0.246 0.0 0.0 0.0
H 1.549 -3.056 2.886 0.0 -0.2 0.3
H -2.328 2.016 -1.251 -0.2 0.1 0.0
H -6.215 0.670 0.905 -0.2 0.0 -0.2
H 1.753 -2.755 1.163 0.3 0.0 -0.2
H 5.300 1.938 -0.157 0.0 0.0 0.0
H -0.089 2.254 -1.477 0.1 0.0 -0.2
H -0.308 -2.577 -4.479 0.0 0.1 0.1
H -6.017 -0.707 1.940 0.2 -0.5 0.0
H 6.268 -0.476 1.898 0.1 -0.1 -0.1
H 3.800 -0.902 2.458 0.7 0.7 -0.1
H -3.897 1.304 1.093 0.4 0.0 -0.1
H -0.469 0.993 2.224 -0.3 -0.4 0.1
H -5.349 2.523 2.400 -0.5 0.1 0.2
H -0.084 -1.313 -5.704 -0.1 -0.1 0.0

55
Properties=species:S:1:pos:R:3:forces:R:3 method="wB97M-V/def2-TZVPD" orbital_gap_ev="8.3 / 8.4" spin_multiplicity=6 homo_energy_ev="-17.936 / -17.936" charge=+3
Dy 1.078 0.238 -0.395 0.7 1.7 -2.0
P 3.381 1.495 -1.135 2.3 1.7 -0.5
O -2.154 -2.002 1.878 -0.6 0.2 -0.3
N -3.721 -3.237 3.002 1.4 2.4 -2.4
N 0.204 1.887 1.171 1.6 1.1 -0.6
N 0.302 -1.136 1.033 -0.6 1.5 1.2
N -4.391 -1.390 1.684 2.1 -0.9 0.4
N 0.369 -1.581 -1.796 -0.7 -0.7 -0.5
N -1.060 0.501 -0.934 -0.3 0.9 -0.3
C 1.228 -2.083 0.512 0.0 -2.3 1.0
C -0.118 0.992 2.291 0.6 0.0 0.5
C 4.520 0.446 -2.130 0.0 0.2 -0.4
C -3.358 -2.215 2.150 -0.6 -0.3 0.9
C -1.746 -0.448 -1.585 -1.4 -0.1 0.9
C -1.682 1.440 -0.178 -1.8 -0.8 -0.5
C -3.124 -0.450 -1.476 -0.1 0.0 -0.9
C 4.397 2.350 0.168 -1.0 -0.5 0.6
C 0.687 -0.311 2.199 -1.1 -0.3 0.4
C -0.917 2.504 0.491 -0.1 0.4 -0.6
C 0.628 -2.664 -0.760 0.7 0.3 -1.3
C 3.163 2.928 -2.265 -1.9 0.3 0.3
C -1.043 -1.548 -2.324 0.9 1.7 -0.1
C -3.056 1.431 -0.032 -0.1 0.4 -0.2
C -3.787 0.542 -0.787 -0.3 0.1 -0.7
H -0.680 -1.375 1.049 -0.8 -0.8 0.4
H 2.230 -1.623 0.317 0.0 -0.3 0.3
H -0.568 3.240 -0.263 0.0 -0.3 0.5
H -3.592 2.145 0.580 0.3 0.2 0.0
H -4.857 0.680 -0.922 0.0 -0.3 0.4
H 0.875 2.659 1.371 -0.5 -1.0 0.5
H 0.856 -1.859 -2.630 0.9 0.0 -0.1
H 3.759 3.183 0.549 0.5 -0.6 0.0
H -5.298 -1.808 1.655 -0.5 0.2 -0.2
H 2.524 3.761 -1.874 0.7 -0.7 0.1
H -4.080 -0.761 0.948 -0.6 -0.5 0.4
H -1.611 3.007 1.146 0.0 0.4 0.4
H -2.989 -3.788 3.374 0.4 -0.6 0.5
H -1.171 0.778 2.288 -0.6 -0.2 -0.1
H 4.923 -0.375 -1.545 -0.3 -0.5 0.0
H -1.561 -2.476 -2.214 -0.2 -0.7 0.2
H -3.678 -1.167 -2.045 -0.3 -0.4 -0.2
H 1.740 -0.084 2.094 0.8 0.0 0.4
H 1.342 -2.836 1.313 0.8 -0.2 -0.8
H 2.653 2.649 -3.178 0.1 -0.3 -0.4
H 4.031 0.132 -3.090 0.5 0.1 1.0
H 0.101 1.460 3.255 0.0 0.0 -0.1
H 4.661 1.645 0.981 -0.1 0.5 -0.3
H 5.299 2.798 -0.224 0.2 0.0 -0.3
H 0.495 -0.854 3.118 0.5 -0.2 0.2
H 4.121 3.321 -2.510 0.9 0.3 -0.2
H -0.296 -3.122 -0.537 -1.1 -0.6 0.5
H -1.029 -1.317 -3.417 0.1 -0.1 0.8
H 5.420 1.023 -2.370 -0.3 0.2 -0.2
H 1.225 -3.407 -1.287 0.3 -0.1 0.7
H -4.646 -3.318 3.286 -1.6 -0.4 0.7

no.,molar mass (g mol⁻¹)
1,552.03
2,431.74
3,404.75
4,481.01
5,504.93